(1)
Computed, not measured: a molecular structure, C35H59AuO2SeSi2, with ωB97M-V/def2-TZVPD.

Orbital gap   5.604 eV
Max |F|   0.4 eV/Å
Molar mass   843.95 u
Net charge   -2
Relative energy (zero: lowest compared OMol25 entry of this formula, charge and spin)   48.0 kJ/mol

```
100
Properties=species:S:1:pos:R:3:forces:R:3
Au -0.604 0.636 0.853 -0.010 0.207 0.108
C 1.612 4.139 -6.310 -0.001 -0.001 0.011
C 1.234 4.702 -4.931 0.008 0.004 -0.006
C -0.166 5.309 -5.043 0.005 -0.002 0.003
C 2.212 5.831 -4.573 -0.010 -0.010 0.004
C 1.295 3.596 -3.881 -0.056 0.020 -0.002
C 0.203 3.190 -3.128 0.052 0.027 -0.007
C 0.298 2.154 -2.210 -0.093 0.011 0.046
Se -1.318 1.634 -1.320 0.032 -0.333 0.126
C -1.813 0.142 -2.446 0.068 0.047 -0.134
C -1.853 0.413 -3.800 0.028 -0.036 0.001
C -2.142 -0.576 -4.730 -0.008 0.031 0.020
C -2.379 -1.850 -4.206 -0.005 -0.045 0.011
C -2.348 -2.176 -2.860 -0.001 -0.019 -0.122
C -2.108 -1.141 -1.872 -0.014 0.066 0.087
O -2.164 -1.327 -0.624 0.015 0.103 0.062
C -2.631 -3.647 -2.494 0.006 0.033 0.032
C -1.769 -4.585 -3.358 -0.015 0.001 0.008
C -2.329 -4.013 -1.037 0.006 -0.027 0.034
C -4.114 -3.952 -2.759 0.002 0.000 0.013
C -2.154 -0.339 -6.237 -0.001 0.008 0.007
C -3.530 -0.693 -6.821 0.007 0.007 0.005
C -1.087 -1.215 -6.913 0.002 0.005 0.003
C -1.851 1.120 -6.585 0.010 -0.022 0.002
C 1.510 1.430 -1.959 -0.046 -0.045 0.073
O 1.587 0.479 -1.134 -0.005 -0.001 -0.022
C 2.650 1.886 -2.738 0.021 0.033 -0.041
C 2.499 2.913 -3.647 0.040 -0.026 0.011
C 3.993 1.183 -2.535 -0.003 -0.006 0.010
C 3.858 -0.305 -2.897 -0.016 0.003 0.012
C 4.432 1.312 -1.068 -0.012 -0.037 -0.010
C 5.105 1.774 -3.406 -0.005 -0.007 0.002
H 1.583 4.923 -7.075 0.000 -0.001 0.001
H 2.615 3.710 -6.297 -0.002 0.000 -0.004
H 0.916 3.347 -6.596 0.001 0.002 -0.007
H -0.167 6.097 -5.802 -0.002 0.000 -0.001
H -0.902 4.557 -5.333 0.003 0.002 0.003
H -0.485 5.748 -4.095 -0.003 0.001 -0.003
H 2.191 6.623 -5.330 0.003 0.001 0.002
H 1.949 6.264 -3.605 0.005 0.005 -0.002
H 3.235 5.456 -4.501 0.000 0.003 0.000
H -0.760 3.672 -3.246 -0.005 -0.009 -0.002
H -1.621 1.421 -4.121 0.012 -0.007 -0.016
H -2.605 -2.645 -4.912 -0.001 -0.005 0.002
H -0.710 -4.374 -3.195 0.000 -0.002 -0.007
H -1.960 -5.627 -3.077 0.001 0.002 -0.001
H -1.972 -4.487 -4.425 -0.003 -0.001 -0.001
H -1.297 -3.782 -0.776 0.001 0.009 0.009
H -2.957 -3.465 -0.340 0.009 0.001 -0.005
H -2.492 -5.091 -0.909 0.007 -0.006 -0.014
H -4.373 -3.778 -3.806 0.003 0.003 -0.004
H -4.343 -4.996 -2.513 -0.004 -0.002 0.000
H -4.743 -3.306 -2.143 -0.001 0.000 0.000
H -3.789 -1.733 -6.617 0.001 -0.002 0.001
H -4.302 -0.063 -6.373 -0.004 -0.002 -0.005
H -3.543 -0.544 -7.907 -0.003 -0.001 0.001
H -1.267 -2.274 -6.718 -0.001 0.000 -0.001
H -1.084 -1.060 -7.998 0.001 -0.002 0.000
H -0.098 -0.969 -6.521 0.000 -0.003 -0.004
H -2.592 1.792 -6.147 0.002 0.009 -0.005
H -0.866 1.417 -6.219 -0.007 0.007 0.007
H -1.867 1.252 -7.671 -0.002 0.005 -0.001
H 3.367 3.217 -4.223 -0.002 0.000 0.000
H 3.077 -0.765 -2.295 -0.003 -0.001 0.000
H 3.599 -0.416 -3.954 0.004 0.002 -0.003
H 4.806 -0.825 -2.717 0.001 0.004 -0.005
H 3.669 0.897 -0.411 0.049 0.004 -0.044
H 5.373 0.774 -0.908 0.013 0.009 -0.005
H 4.586 2.363 -0.807 -0.006 -0.002 0.002
H 4.880 1.680 -4.471 0.007 0.003 -0.002
H 5.276 2.830 -3.179 0.004 0.000 -0.009
H 6.035 1.232 -3.210 0.001 0.004 0.001
C 1.783 1.653 5.008 -0.027 -0.057 0.017
Si 1.072 1.685 3.236 0.145 0.148 0.055
C 2.565 1.844 2.102 -0.068 -0.009 0.027
C 0.114 3.313 3.172 -0.040 0.003 -0.015
C 0.009 0.245 2.861 -0.072 -0.145 -0.293
Si 0.636 -1.486 2.804 -0.009 -0.014 0.074
C 1.316 -2.079 4.486 -0.005 0.031 0.009
C 2.036 -1.754 1.581 0.008 0.014 -0.033
C -0.774 -2.658 2.395 -0.048 -0.002 -0.034
H 2.361 2.557 5.229 -0.006 0.005 -0.019
H 2.439 0.790 5.150 0.006 0.011 0.007
H 0.978 1.576 5.746 0.004 0.003 0.004
H 3.116 2.768 2.306 -0.011 0.007 0.004
H 2.251 1.841 1.055 -0.001 -0.012 0.023
H 3.254 1.007 2.238 0.013 0.005 -0.013
H 0.720 4.152 3.531 0.010 -0.012 -0.005
H -0.786 3.255 3.791 0.001 -0.005 0.001
H -0.204 3.521 2.148 0.005 0.009 0.002
H -0.891 0.268 3.490 0.014 0.018 0.026
H 2.198 -1.503 4.780 0.002 -0.015 0.004
H 1.601 -3.136 4.446 -0.003 -0.002 -0.004
H 0.567 -1.960 5.275 0.004 -0.002 -0.003
H 2.948 -1.243 1.901 -0.007 0.003 -0.016
H 1.772 -1.374 0.590 0.018 0.018 0.005
H 2.265 -2.822 1.503 -0.009 0.001 -0.010
H -1.585 -2.544 3.122 0.009 -0.002 0.011
H -0.459 -3.706 2.401 0.013 0.009 -0.013
H -1.182 -2.411 1.411 -0.021 -0.026 -0.035
```
Forces are in eV/Å.


(2)
Computed, not measured: a molecular structure, C35H59BCl3HgIN9O3, with ωB97M-V/def2-TZVPD.

Orbital gap (alpha / beta)   7.114 / 8.084 eV
Multiplicity   2
Max |F|   0.9 eV/Å
Molar mass   1098.58 u
Relative energy (zero: lowest compared OMol25 entry of this formula, charge and spin)   106.2 kJ/mol

```
112
Properties=species:S:1:pos:R:3:forces:R:3
Hg -0.114 -0.192 0.158 -0.434 -0.263 -0.558
C -2.181 2.031 -4.483 0.064 0.033 0.191
C -1.612 0.873 -3.732 0.020 -0.285 -0.220
C -1.419 -0.395 -4.224 -0.064 0.048 0.145
C -0.824 -1.138 -3.194 -0.130 0.157 -0.123
N -0.672 -0.339 -2.119 0.006 -0.171 -0.012
N -1.163 0.890 -2.466 -0.150 0.181 -0.184
B -1.195 2.168 -1.592 0.109 -0.396 0.292
N 0.220 2.615 -1.196 -0.164 0.323 -0.100
N 1.148 1.848 -0.559 0.199 0.001 -0.021
C 2.268 2.576 -0.495 -0.023 0.411 -0.183
C 2.041 3.831 -1.081 -0.112 -0.086 -0.004
C 0.740 3.816 -1.520 0.380 0.187 0.048
C 0.060 4.932 -2.245 -0.084 -0.230 0.044
C 3.603 2.241 0.132 0.104 -0.150 0.121
C 3.870 0.740 0.187 -0.171 0.107 -0.042
C 4.740 2.876 -0.689 -0.101 -0.001 0.022
C 3.628 2.868 1.535 0.014 -0.125 -0.081
N -2.198 2.011 -0.416 -0.048 0.267 -0.103
N -2.390 0.879 0.326 -0.048 -0.273 -0.057
C -3.505 1.067 1.046 -0.063 0.352 -0.013
C -4.012 2.349 0.772 0.061 -0.013 -0.095
C -3.169 2.910 -0.155 -0.234 -0.017 0.247
C -3.301 4.273 -0.746 0.130 -0.075 -0.070
C -4.290 0.140 1.968 0.020 -0.102 0.127
C -4.491 0.841 3.325 0.024 0.005 -0.050
C -3.676 -1.242 2.219 0.107 0.147 -0.189
C -5.690 -0.044 1.348 0.010 0.076 0.021
C -0.377 -2.570 -3.468 0.127 -0.166 -0.005
C 0.788 -2.462 -4.473 -0.053 0.027 0.044
C 0.096 -3.372 -2.261 -0.108 0.179 0.065
C -1.518 -3.355 -4.138 0.057 0.102 -0.047
H -2.439 1.705 -5.488 -0.027 -0.007 -0.003
H -1.450 2.836 -4.558 -0.068 0.051 -0.020
H -3.075 2.422 -3.997 0.001 0.054 -0.037
H -1.677 -0.727 -5.214 0.046 -0.023 -0.019
H -1.623 3.036 -2.275 -0.045 0.027 -0.035
H 2.732 4.650 -1.174 0.032 -0.004 -0.041
H 0.778 5.741 -2.367 -0.027 0.036 -0.018
H -0.798 5.309 -1.690 -0.015 0.031 -0.097
H -0.277 4.616 -3.233 -0.053 0.070 0.003
H 4.102 0.378 -0.816 -0.028 -0.029 0.011
H 3.003 0.201 0.548 0.018 -0.090 0.015
H 4.717 0.530 0.842 0.049 -0.002 0.000
H 4.626 2.659 -1.751 0.033 -0.020 -0.008
H 5.692 2.464 -0.350 0.022 0.022 0.009
H 4.785 3.958 -0.558 -0.021 0.026 -0.036
H 2.867 2.424 2.173 -0.028 -0.001 0.088
H 3.433 3.939 1.470 -0.015 0.008 0.023
H 4.607 2.724 1.997 -0.013 -0.047 0.051
H -4.902 2.806 1.167 -0.025 -0.002 0.035
H -4.224 4.725 -0.389 0.000 -0.001 0.028
H -3.332 4.245 -1.835 0.037 0.051 0.006
H -2.470 4.911 -0.440 -0.023 0.029 -0.049
H -3.563 0.879 3.889 -0.054 -0.050 0.030
H -5.229 0.289 3.910 0.029 -0.044 0.025
H -4.856 1.860 3.208 -0.037 0.018 -0.036
H -2.593 -1.193 2.241 0.011 -0.090 0.084
H -3.991 -1.952 1.453 -0.084 0.022 0.153
H -4.020 -1.627 3.180 -0.042 -0.016 -0.013
H -6.280 0.871 1.425 0.010 0.029 -0.034
H -6.227 -0.830 1.883 0.000 -0.033 -0.017
H -5.634 -0.309 0.291 0.012 -0.108 0.000
H 1.610 -1.889 -4.042 0.024 0.000 -0.016
H 0.464 -1.968 -5.389 0.049 0.049 -0.005
H 1.149 -3.458 -4.736 0.010 -0.016 0.039
H 0.692 -2.759 -1.598 0.103 -0.046 0.069
H 0.698 -4.219 -2.597 -0.028 -0.014 -0.030
H -0.741 -3.775 -1.695 -0.019 -0.032 0.011
H -1.934 -2.832 -4.997 -0.005 -0.036 -0.022
H -2.330 -3.559 -3.436 -0.028 0.020 -0.007
H -1.131 -4.313 -4.489 -0.010 -0.040 0.049
C 2.411 -3.138 2.042 -0.103 0.071 0.008
N 3.374 -2.953 0.962 -0.068 0.061 0.093
C 4.718 -3.425 1.249 0.048 -0.092 -0.123
C 3.005 -2.388 -0.201 -0.051 -0.063 -0.089
C 3.915 -2.531 -1.400 0.063 0.105 0.078
O 1.922 -1.813 -0.348 0.160 -0.096 0.068
H 2.400 -4.192 2.329 -0.005 0.000 -0.001
H 1.422 -2.840 1.711 -0.017 -0.030 -0.050
H 2.672 -2.549 2.918 0.031 -0.017 0.067
H 4.862 -3.400 2.328 -0.013 0.032 0.000
H 5.468 -2.779 0.798 0.002 -0.012 0.019
H 4.873 -4.453 0.907 0.017 0.008 0.018
H 4.824 -3.093 -1.216 0.005 -0.006 -0.032
H 4.166 -1.539 -1.774 0.009 -0.024 -0.011
H 3.340 -3.033 -2.179 -0.046 -0.003 0.032
N -2.654 -4.220 0.350 0.021 -0.114 0.061
C -2.324 -2.958 0.034 0.155 -0.217 0.156
O -1.296 -2.447 0.468 -0.126 0.104 -0.181
C -3.221 -2.182 -0.904 0.019 0.025 -0.016
I -5.092 -3.063 -1.448 0.124 0.103 0.033
H -2.069 -4.717 1.000 0.055 0.076 0.004
H -3.520 -4.638 0.059 -0.024 0.055 -0.046
H -2.687 -2.011 -1.831 0.055 0.007 -0.096
H -3.420 -1.215 -0.452 -0.025 0.021 -0.095
C -0.931 2.632 3.630 0.061 -0.077 -0.161
C -1.182 1.177 3.943 0.086 0.114 0.067
C -1.350 0.805 5.390 0.003 -0.128 -0.010
O -1.248 0.353 3.058 -0.054 0.119 0.250
H -0.421 3.140 4.444 0.032 0.034 0.034
H -1.902 3.113 3.478 -0.018 -0.005 0.011
H -0.359 2.720 2.705 -0.033 0.009 -0.001
H -0.388 0.414 5.738 0.040 0.037 0.015
H -2.067 -0.008 5.498 -0.010 0.011 -0.039
H -1.633 1.661 5.999 -0.011 -0.013 0.035
Cl 2.307 1.608 4.937 -0.096 0.004 -0.078
C 2.570 0.226 3.936 0.522 0.191 0.312
Cl 4.222 -0.271 3.802 -0.042 0.005 -0.107
Cl 1.628 -1.581 5.276 -0.114 -0.075 0.057
C 1.788 0.100 2.802 -0.543 -0.377 -0.325
N 1.065 -0.137 1.930 0.654 0.109 0.645
```
Forces are in eV/Å.